{
  "formula": "C74H161Cl2NO35P",
  "method": "ωB97M-V with the def2-TZVPD basis set",
  "elements": ["C", "C", "C", "C", "N", "C", "C", "C", "C", "C", "H", "H", "H", "H", "H", "H", "H", "H", "H", "H", "H", "H", "H", "H", "H", "H", "H", "H", "H", "H", "C", "C", "C", "O", "C", "C", "C", "O", "O", "O", "H", "H", "Cl", "C", "C", "Cl", "H", "H", "H", "H", "C", "O", "P", "O", "O", "C", "O", "C", "H", "H", "H", "H", "H", "H", "H", "H", "H", "C", "O", "C", "C", "O", "C", "C", "O", "C", "H", "H", "H", "H", "H", "H", "H", "H", "H", "H", "H", "H", "H", "H", "C", "O", "C", "C", "O", "C", "C", "O", "C", "H", "H", "H", "H", "H", "H", "H", "H", "H", "H", "H", "H", "H", "H", "C", "O", "C", "C", "O", "C", "C", "O", "C", "H", "H", "H", "H", "H", "H", "H", "H", "H", "H", "H", "H", "H", "H", "C", "O", "C", "C", "O", "C", "C", "O", "C", "H", "H", "H", "H", "H", "H", "H", "H", "H", "H", "H", "H", "H", "H", "C", "O", "C", "C", "O", "C", "C", "O", "C", "H", "H", "H", "H", "H", "H", "H", "H", "H", "H", "H", "H", "H", "H", "C", "O", "C", "C", "O", "C", "C", "O", "C", "H", "H", "H", "H", "H", "H", "H", "H", "H", "H", "H", "H", "H", "H", "C", "O", "C", "C", "O", "C", "C", "O", "C", "H", "H", "H", "H", "H", "H", "H", "H", "H", "H", "H", "H", "H", "H", "C", "O", "C", "C", "O", "C", "C", "O", "C", "H", "H", "H", "H", "H", "H", "H", "H", "H", "H", "H", "H", "H", "H", "C", "O", "C", "C", "O", "C", "C", "O", "C", "H", "H", "H", "H", "H", "H", "H", "H", "H", "H", "H", "H", "H", "H"],
  "coordinates": [[-2.382, 3.443, -0.400], [-2.281, 2.025, 0.060], [-1.212, 1.147, -0.606], [-1.541, -0.387, -0.770], [-0.493, -1.247, -1.545], [0.847, -1.376, -0.743], [1.445, -2.756, -1.207], [0.274, -3.631, -1.684], [-1.005, -2.697, -1.571], [-0.263, -0.677, -2.932], [-2.392, 3.569, -1.483], [-1.533, 4.064, -0.114], [-3.265, 3.985, -0.062], [-3.256, 1.569, -0.115], [-2.274, 1.931, 1.146], [-0.297, 1.267, -0.024], [-1.066, 1.570, -1.599], [-2.433, -0.523, -1.382], [-1.760, -0.876, 0.179], [1.492, -0.509, -0.888], [0.587, -1.494, 0.309], [2.097, -2.487, -2.038], [2.022, -3.247, -0.422], [0.361, -3.748, -2.764], [0.222, -4.594, -1.176], [-1.720, -2.676, -2.392], [-1.616, -2.911, -0.694], [0.237, 0.291, -2.890], [-1.269, -0.609, -3.346], [0.299, -1.415, -3.505], [-6.465, -2.113, -1.762], [-5.184, -2.278, -2.242], [-4.693, -1.507, -3.498], [-3.595, -1.755, -4.108], [-5.517, -0.634, -4.155], [-6.899, -0.541, -3.787], [-7.409, -1.296, -2.507], [-8.543, -1.024, -2.097], [-7.706, 0.108, -4.415], [-4.442, -3.029, -1.485], [-6.845, -2.702, -0.940], [-5.247, -0.132, -5.072], [-2.775, -5.429, -7.250], [-2.125, -3.898, -6.520], [-1.521, -4.116, -5.121], [-0.309, -5.404, -5.133], [-2.974, -3.217, -6.459], [-1.423, -3.437, -7.215], [-2.348, -4.394, -4.468], [-0.975, -3.255, -4.736], [-6.672, 2.116, 1.616], [-7.401, 1.676, 0.494], [-7.249, 2.352, -0.955], [-8.193, 1.814, -1.940], [-7.461, 3.985, -0.732], [-8.686, 4.546, -0.287], [-5.676, 2.252, -1.348], [-5.179, 2.382, -2.669], [-6.298, 1.294, 2.226], [-7.284, 2.655, 2.338], [-5.890, 2.799, 1.284], [-8.928, 4.275, 0.741], [-9.419, 4.273, -1.046], [-8.520, 5.621, -0.220], [-4.451, 3.192, -2.616], [-5.944, 2.464, -3.441], [-4.558, 1.549, -2.998], [9.930, -3.666, 3.885], [8.990, -3.626, 2.797], [8.065, -2.471, 2.834], [6.993, -2.431, 3.926], [6.140, -3.601, 3.839], [5.160, -3.665, 2.786], [3.900, -2.776, 2.926], [2.754, -3.412, 3.622], [1.555, -2.681, 3.596], [10.832, -4.215, 3.613], [9.455, -4.201, 4.708], [10.276, -2.682, 4.202], [7.553, -2.394, 1.875], [8.647, -1.554, 2.916], [6.514, -1.458, 4.027], [7.659, -2.570, 4.777], [4.834, -4.697, 2.651], [5.694, -3.482, 1.853], [3.616, -2.447, 1.927], [4.109, -1.899, 3.539], [0.831, -2.962, 4.361], [1.067, -2.558, 2.629], [1.767, -1.643, 3.855], [-3.646, 4.841, 3.494], [-4.590, 4.770, 2.418], [-5.292, 5.998, 2.243], [-4.443, 6.991, 1.399], [-4.512, 6.633, 0.067], [-3.822, 7.519, -0.781], [-3.914, 7.116, -2.306], [-5.242, 7.218, -2.892], [-6.188, 6.163, -2.630], [-3.127, 3.892, 3.627], [-4.042, 5.138, 4.465], [-2.848, 5.548, 3.267], [-5.665, 6.441, 3.166], [-6.207, 5.802, 1.685], [-3.432, 7.123, 1.783], [-4.988, 7.935, 1.408], [-2.757, 7.499, -0.552], [-4.098, 8.572, -0.707], [-3.657, 6.059, -2.377], [-3.140, 7.603, -2.900], [-5.633, 5.237, -2.784], [-7.070, 6.177, -3.271], [-6.532, 6.192, -1.597], [1.985, 1.436, 2.237], [2.133, 1.217, 0.821], [2.630, 2.397, 0.143], [3.068, 2.133, -1.298], [2.057, 1.808, -2.231], [2.521, 1.647, -3.608], [3.621, 0.682, -3.870], [3.189, -0.664, -3.567], [4.301, -1.568, -3.587], [1.686, 0.489, 2.687], [1.243, 2.192, 2.495], [2.914, 1.725, 2.730], [3.459, 2.759, 0.751], [1.796, 3.099, 0.162], [3.705, 1.250, -1.340], [3.658, 3.010, -1.564], [2.891, 2.599, -3.991], [1.714, 1.475, -4.320], [4.529, 0.851, -3.291], [3.942, 0.858, -4.897], [5.036, -1.514, -2.784], [4.852, -1.697, -4.518], [3.822, -2.534, -3.431], [4.177, -1.621, 7.085], [3.404, -0.447, 7.028], [3.566, 0.410, 5.883], [2.253, 1.168, 5.683], [1.214, 0.223, 5.420], [-0.157, 0.707, 5.288], [-0.977, 0.214, 4.126], [-1.140, -1.193, 4.330], [-2.283, -1.779, 3.684], [4.054, -2.295, 6.238], [4.035, -2.133, 8.037], [5.227, -1.333, 7.025], [3.831, -0.199, 5.019], [4.368, 1.110, 6.118], [2.340, 1.879, 4.861], [2.069, 1.699, 6.616], [-0.114, 1.796, 5.266], [-0.623, 0.559, 6.262], [-0.600, 0.398, 3.120], [-1.932, 0.738, 4.153], [-3.207, -1.470, 4.171], [-2.268, -2.861, 3.818], [-2.194, -1.638, 2.606], [0.171, 5.062, 2.143], [0.387, 5.767, 0.980], [-0.013, 7.177, 1.098], [1.112, 8.026, 1.808], [0.981, 7.902, 3.195], [1.644, 8.793, 4.019], [3.172, 8.691, 4.029], [3.703, 7.445, 4.586], [3.743, 6.364, 3.687], [-0.884, 5.095, 2.417], [0.799, 5.474, 2.933], [0.426, 4.004, 2.097], [-0.943, 7.259, 1.661], [-0.244, 7.676, 0.157], [0.945, 9.056, 1.493], [2.075, 7.732, 1.391], [1.156, 8.570, 4.968], [1.410, 9.818, 3.731], [3.503, 9.611, 4.512], [3.598, 8.809, 3.032], [4.146, 6.606, 2.703], [2.788, 5.858, 3.543], [4.491, 5.775, 4.217], [10.502, -4.228, -4.144], [9.317, -3.455, -4.102], [9.602, -2.065, -4.053], [8.508, -1.323, -3.445], [8.364, -1.228, -2.038], [8.708, -2.300, -1.165], [7.776, -3.505, -1.195], [6.404, -3.151, -0.965], [5.567, -4.209, -1.493], [11.130, -3.971, -4.997], [10.269, -5.287, -4.254], [11.125, -4.117, -3.256], [9.703, -1.845, -5.116], [10.585, -1.867, -3.624], [7.604, -1.651, -3.958], [8.689, -0.291, -3.746], [8.646, -1.915, -0.147], [9.745, -2.618, -1.272], [8.093, -4.189, -0.408], [7.843, -3.960, -2.183], [5.756, -5.204, -1.090], [5.572, -4.274, -2.581], [4.528, -3.955, -1.286], [-4.554, -0.608, 1.195], [-5.005, -0.833, 2.484], [-6.123, -1.778, 2.534], [-5.711, -3.276, 2.379], [-5.007, -3.604, 3.549], [-5.385, -4.909, 4.077], [-4.990, -5.173, 5.567], [-5.748, -4.197, 6.269], [-5.038, -3.039, 6.547], [-5.391, -0.360, 0.543], [-4.053, -1.502, 0.824], [-3.840, 0.201, 1.354], [-6.906, -1.530, 1.818], [-6.671, -1.598, 3.458], [-5.068, -3.488, 1.525], [-6.592, -3.893, 2.201], [-4.993, -5.706, 3.447], [-6.470, -5.010, 4.058], [-3.914, -5.032, 5.670], [-5.267, -6.194, 5.832], [-4.593, -2.586, 5.661], [-4.225, -3.203, 7.254], [-5.608, -2.241, 7.025], [-3.744, 4.671, -5.347], [-2.801, 3.713, -4.991], [-3.159, 2.383, -5.361], [-2.187, 1.323, -4.769], [-0.902, 1.468, -5.242], [-0.637, 1.071, -6.599], [-0.282, -0.396, -6.789], [0.939, -0.655, -6.131], [1.367, -2.028, -6.247], [-4.678, 4.444, -4.832], [-3.933, 4.812, -6.411], [-3.511, 5.675, -4.992], [-3.122, 2.235, -6.440], [-4.221, 2.207, -5.191], [-2.615, 0.366, -5.068], [-2.217, 1.447, -3.687], [0.264, 1.639, -6.829], [-1.422, 1.445, -7.257], [-0.436, -0.657, -7.836], [-1.063, -0.977, -6.300], [0.747, -2.666, -6.877], [1.359, -2.440, -5.238], [2.415, -2.027, -6.546], [-2.666, -4.792, 1.181], [-1.209, -4.993, 1.038], [-0.616, -5.893, 2.019], [0.914, -5.982, 1.983], [1.377, -6.202, 0.681], [2.802, -6.351, 0.535], [3.032, -6.675, -0.964], [2.432, -5.776, -1.844], [2.803, -6.096, -3.190], [-3.264, -5.646, 0.864], [-2.934, -3.898, 0.617], [-2.953, -4.475, 2.183], [-1.075, -6.880, 1.965], [-0.913, -5.509, 2.994], [1.327, -6.674, 2.716], [1.338, -5.036, 2.320], [3.137, -7.278, 0.999], [3.391, -5.500, 0.878], [2.733, -7.705, -1.162], [4.116, -6.677, -1.080], [2.397, -7.070, -3.461], [3.884, -6.158, -3.318], [2.424, -5.340, -3.877]],
  "lowdin_charge": [-0.089, -0.252, -0.129, -0.057, -0.200, -0.045, -0.129, -0.106, -0.055, 0.043, 0.069, 0.060, 0.070, 0.082, 0.096, 0.094, 0.098, 0.131, 0.106, 0.104, 0.114, 0.077, 0.098, 0.065, 0.098, 0.103, 0.097, 0.086, 0.083, 0.091, -0.037, -0.374, -0.381, -0.127, -0.056, -0.401, -0.359, -0.011, 0.017, -0.144, 0.090, 0.095, 0.502, -0.623, -0.650, 0.557, 0.067, 0.043, 0.082, 0.034, -0.110, -0.197, 0.485, -0.192, -0.274, -0.113, -0.213, -0.112, 0.076, 0.084, 0.073, 0.080, 0.094, 0.073, 0.064, 0.102, 0.065, -0.107, -0.187, -0.181, -0.168, -0.136, -0.150, -0.121, -0.200, -0.129, 0.081, 0.084, 0.083, 0.096, 0.118, 0.121, 0.110, 0.119, 0.102, 0.118, 0.094, 0.097, 0.079, 0.055, -0.095, -0.181, -0.161, -0.204, -0.129, -0.177, -0.148, -0.203, -0.072, 0.083, 0.087, 0.055, 0.120, 0.121, 0.108, 0.125, 0.103, 0.122, 0.102, 0.118, 0.060, 0.097, 0.062, -0.095, -0.206, -0.155, -0.186, -0.134, -0.155, -0.205, -0.175, -0.107, 0.074, 0.067, 0.079, 0.121, 0.120, 0.120, 0.128, 0.126, 0.117, 0.113, 0.130, 0.082, 0.087, 0.066, -0.103, -0.187, -0.171, -0.185, -0.154, -0.150, -0.187, -0.198, -0.064, 0.081, 0.091, 0.076, 0.101, 0.124, 0.100, 0.127, 0.113, 0.131, 0.109, 0.125, 0.078, 0.077, 0.083, -0.131, -0.178, -0.121, -0.183, -0.156, -0.203, -0.158, -0.177, -0.114, 0.074, 0.070, 0.064, 0.105, 0.114, 0.120, 0.120, 0.137, 0.121, 0.118, 0.112, 0.087, 0.068, 0.092, -0.113, -0.192, -0.235, -0.198, -0.107, -0.165, -0.195, -0.180, -0.104, 0.084, 0.089, 0.084, 0.134, 0.130, 0.126, 0.132, 0.111, 0.122, 0.128, 0.108, 0.082, 0.084, 0.076, -0.124, -0.223, -0.124, -0.170, -0.177, -0.158, -0.164, -0.175, -0.133, 0.093, 0.072, 0.073, 0.121, 0.121, 0.105, 0.126, 0.114, 0.118, 0.118, 0.122, 0.067, 0.084, 0.089, -0.128, -0.165, -0.179, -0.205, -0.137, -0.147, -0.210, -0.178, -0.073, 0.074, 0.089, 0.078, 0.108, 0.109, 0.109, 0.113, 0.126, 0.119, 0.129, 0.115, 0.075, 0.062, 0.086, -0.055, -0.198, -0.164, -0.191, -0.129, -0.140, -0.229, -0.184, -0.091, 0.098, 0.055, 0.054, 0.118, 0.111, 0.128, 0.096, 0.124, 0.108, 0.127, 0.098, 0.090, 0.077, 0.061],
  "total_charge": -1,
  "energy_ev": -186817.2255,
  "lumo_energy_ev": 1.351,
  "homo_ev": -2.9,
  "gap_ha": 0.1550
}